No. 1
C56H126F14N14O28S14 | the ωB97M-V functional and the def2-TZVPD basis

XYZ file:
```
252
C56H126F14N14O28S14 (the ωB97M-V functional and the def2-TZVPD basis)
S -6.1623 -5.1786 -1.4762
S -1.2324 4.3357 1.5574
S -4.4076 -2.8367 5.0646
S -3.1552 -1.0667 5.9931
S -3.0291 -1.1202 -4.9301
S 2.1341 -2.5408 -2.6343
S -4.5344 -0.3928 -3.2006
S 0.0985 -6.3287 -1.8252
S 1.4770 -3.4279 5.2334
S -2.9708 2.9450 2.1790
S -4.5834 -6.9893 -1.3554
S 2.3327 -6.8095 -1.8443
S 4.4707 -2.4472 -2.5903
S 2.5118 -3.1071 3.2295
F -3.9169 -7.6590 -2.6303
F 0.2275 4.8153 1.9741
F -5.6449 -3.5301 5.8261
F 0.8333 -1.5649 -2.6887
F -5.6460 -0.9612 -2.1770
F 2.3820 -3.3465 1.6053
F -0.1342 -3.4179 5.5194
F -1.9767 -2.3313 -4.8714
F 5.5522 -1.2748 -2.2688
F -6.3194 -3.6291 -1.8953
F -3.4024 0.5598 6.2107
F -3.5976 2.4646 3.5634
F 3.2438 -8.0422 -2.3283
F -1.4036 -6.9613 -1.9268
O -0.8986 3.4726 0.4497
O -0.0413 -5.2598 -2.8002
O -4.8961 -2.8976 3.7212
O 2.0071 -3.2354 -3.8869
O -3.6514 -1.3786 -6.1981
O 2.8398 -5.7300 -2.6686
O -2.4147 -0.9779 4.7464
O 1.8134 -3.2516 -1.4262
O -3.9545 3.8766 1.6877
O -3.7518 0.4785 -2.3183
O -2.8780 1.6712 1.4932
O 2.6870 -6.7139 -0.4301
O -1.9177 5.5916 1.3637
O -5.7692 -7.7984 -1.0947
O 3.5572 -4.0772 3.4749
O -3.2773 -3.6693 5.3807
O 1.9382 -4.6497 5.8383
O 4.6443 -3.3131 -1.4618
O -3.5471 -6.9556 -0.3782
O 2.7940 -1.6815 3.1409
O 4.9729 -2.8988 -3.8599
O -7.3915 -5.6427 -2.1091
O -5.4140 0.2823 -4.1239
O 0.0917 -5.9002 -0.4247
O 1.8177 -2.1444 5.7727
O -2.5116 -1.4552 7.2203
O -6.0827 -4.9802 -0.0424
O -2.1974 0.0348 -4.7428
N 3.1414 -1.4062 -2.5281
N -4.8298 -5.5381 -2.1381
N -7.4482 -0.6954 1.6555
N -3.8914 -1.6907 -3.6150
N 7.7187 0.3390 -4.5990
N 1.3747 1.9014 4.6580
N 4.4731 7.9204 -3.4958
N 0.8989 -7.5867 -2.2306
N -0.9373 -1.7239 0.4637
N -1.5743 3.5488 2.8084
N 1.0884 -3.4900 3.5999
N -2.0722 5.1713 -3.4672
N -4.6231 -1.3811 5.8556
N -0.0904 -7.0640 3.4117
C 9.6059 1.7636 -4.3593
C 5.5115 8.9143 -2.8776
C -2.4572 -1.5106 0.3513
C 9.8103 0.5603 -3.4280
C -6.3098 -0.5430 0.6801
C -0.9094 -3.2832 0.2981
C 3.4903 5.5786 -2.9581
C -0.7229 7.3844 -2.9493
C 3.1237 8.6574 -3.4703
C 0.0811 0.6572 6.3683
C -0.3198 -1.2858 1.7768
C 1.3317 -9.0563 4.3911
C 8.1228 -0.4191 -5.8727
C -0.7658 4.3024 -3.4542
C -1.6711 6.5787 -3.8803
C 4.0612 0.8490 -3.0467
C -1.0231 -7.9887 2.6070
C 4.8834 7.6456 -4.9165
C 2.3386 1.1492 5.5857
C 0.8927 0.7035 -1.8878
C -1.2098 2.8681 -3.4836
C 4.6616 9.7631 -1.8885
C 1.1017 -6.5275 2.6459
C -2.2599 -7.1305 2.3547
C -3.1996 -2.7995 0.6875
C -2.5784 2.9190 -4.1560
C -0.9521 -5.8937 3.9335
C 2.8909 2.3608 2.5899
C 3.2823 1.7421 1.2507
C -2.3346 -6.2153 3.5850
C 8.1037 1.8053 -4.6810
C -9.2246 -1.2223 0.0584
C -2.8424 5.1811 -2.1635
C -2.3082 -3.7805 -0.1143
C 1.6549 1.6679 3.1987
C 3.2140 9.7819 -2.3946
C 1.3228 -10.0817 5.5181
C 6.1850 0.1195 -4.4529
C -2.8140 4.3673 -4.5574
C -0.0467 0.4011 -0.7477
C 1.5225 0.9325 6.8455
C 8.4847 -0.2686 -3.3971
C -8.7890 -0.1936 1.0806
C 0.0134 1.2599 4.9633
C 1.3167 3.4046 4.9748
C 0.4537 -7.8033 4.6542
C 4.3163 6.7678 -2.4802
C 3.9460 4.2517 -2.3776
C -7.7630 -2.2205 1.7812
C -7.0878 -0.2159 3.0445
C 5.5225 1.0526 -3.4198
C -6.4900 1.6859 4.6762
C -6.7614 1.2585 3.1988
C -0.6551 8.8565 -3.3496
C -8.7020 -2.5400 0.6269
C -0.2260 -1.1129 -0.7039
H 9.2069 -0.4347 -5.9542
H 0.7636 1.9915 2.6562
H -3.3827 2.5466 -3.5229
H 1.8386 0.1697 -1.7761
H 5.1178 10.7511 -1.9174
H -0.1434 -3.5497 -0.4307
H 1.1336 -7.1044 5.1435
H 0.7281 -5.8765 1.8556
H -0.6336 -8.4549 1.7056
H 3.1192 1.8961 5.7283
H 0.4754 0.3597 -2.8360
H -7.9977 -0.4495 3.6025
H -3.8788 4.5865 -4.6317
H 3.1254 0.6708 1.1463
H 0.7481 -1.4694 1.6791
H -8.2003 -3.1277 -0.1345
H -0.0834 9.5412 -2.7229
H 2.4184 5.7621 -2.8676
H 3.0478 9.0822 -4.4698
H -8.1901 -2.5623 2.7213
H -9.5141 -0.1721 1.8931
H -0.6112 -1.5533 -1.6210
H 8.5055 -1.3539 -3.4677
H 1.7050 -9.6466 6.4436
H 5.8660 9.5192 -3.7103
H -2.5555 -4.8004 0.1786
H -0.5232 -0.2440 2.0249
H 1.9436 -10.9264 5.2282
H -5.9309 1.5369 2.5467
H -3.2150 -7.6419 2.2725
H 4.9846 8.5995 -5.4247
H -1.2672 2.5719 -2.4356
H -1.6612 9.2534 -3.4877
H 5.7613 7.0033 -4.9168
H 10.0772 2.6890 -4.0374
H -0.1308 4.5622 -4.3026
H -0.9856 0.9497 -0.8594
H 7.7475 0.1020 -6.7537
H 10.0528 0.7015 -2.3753
H 3.8823 1.1552 -2.0171
H 6.1841 -0.9412 -4.2031
H -5.3426 -0.5520 1.1762
H 2.2854 7.9915 -3.2820
H -6.4473 -1.2757 -0.1129
H 3.5863 5.4793 -4.0436
H 7.9886 -0.0508 -2.4530
H 2.6484 0.2103 5.1281
H -2.7302 -0.6842 1.0116
H 4.0446 7.0723 -5.3094
H 2.7640 2.2742 0.4470
H 4.8844 3.9606 -2.8471
H -0.6105 1.2838 6.9282
H 1.7647 -5.9457 3.2807
H 1.6175 -7.3609 2.1728
H 6.3359 8.3550 -2.4430
H 4.1345 4.3959 -1.3108
H 3.7168 2.2757 3.3033
H 3.1997 3.4633 -2.4468
H 5.6339 2.1041 -3.6953
H -2.0159 -6.5561 1.4612
H 2.8130 3.4478 2.5286
H 2.3798 -8.8710 4.1569
H 1.9345 0.1072 7.4236
H 5.7093 0.2034 -5.4303
H -10.3128 -1.2847 0.0312
H 0.9075 -9.5784 3.5294
H -6.4401 0.4434 0.2333
H -0.4456 -5.5573 4.8314
H -0.2246 4.5675 -2.5443
H 6.1502 0.9573 -2.5294
H -1.1208 7.1801 -1.9544
H -2.2233 5.6316 -1.3923
H 4.8598 9.2327 -0.9593
H -6.3216 -0.8291 3.5164
H -2.8447 -5.3486 3.1600
H 7.6561 -1.4011 -5.9152
H 0.2781 -10.3315 5.7098
H -8.9132 -0.9982 -0.9603
H -3.1791 4.1768 -1.9136
H 0.3556 0.8704 0.1537
H -0.1869 0.5158 4.1928
H -2.4659 -3.7254 -1.1917
H 7.7015 2.2315 -3.7628
H -2.9876 -6.4969 4.4122
H -0.3531 -7.9969 5.3601
H 10.1410 1.4311 -5.2505
H 5.3281 6.4845 -2.1877
H 0.4250 3.7382 4.4486
H -7.5697 1.9329 2.9054
H -3.0203 -3.0260 1.7399
H -4.2339 -2.9357 0.3787
H 1.6745 0.5801 3.1219
H -1.3294 -8.7357 3.3412
H 1.5409 1.8191 7.4807
H -0.7535 -1.8245 2.6185
H -6.8291 -2.7579 1.6176
H -0.6414 -3.6447 1.2904
H 4.3028 2.0682 1.0352
H -5.7491 1.0694 5.1838
H -0.0981 -0.4116 6.4415
H -8.6631 0.7933 0.6386
H -0.7736 1.9962 4.8068
H 7.7290 2.2712 -5.5872
H -3.7486 5.7684 -2.3084
H 0.2404 6.8695 -2.9687
H -7.4642 1.5614 5.1498
H -6.1275 2.7115 4.6714
H 2.8219 10.7247 -2.7698
H 3.8893 -0.2263 -3.1344
H -9.4767 -3.2028 1.0114
H -0.5314 2.1675 -3.9653
H -2.6391 2.3631 -5.0903
H 2.5881 9.5749 -1.5257
H -0.1825 9.0261 -4.3219
H -2.3965 4.5472 -5.5482
H 3.3190 1.3494 -3.6678
H 2.2892 3.8332 4.7506
H 1.1003 3.5466 6.0331
H -1.2081 6.4889 -4.8644
H 0.7868 -1.4783 -0.5154
H -2.5905 7.1326 -4.0753
H 1.1622 1.7615 -1.9506
H 10.6255 -0.0497 -3.8156
H -2.6228 -1.0915 -0.6416
H 3.8932 7.2323 -1.5899
H -0.6867 -5.0936 3.2388
```

Computed properties:
2S+1: 1
Lowest unoccupied orbital energy: -2.26 eV
Electronic energy: -328025.30498 eV
Net charge: 0


No. 2
C2H4FNO2 | the ωB97M-V functional and the def2-TZVPD basis

XYZ file:
```
10
C2H4FNO2 (the ωB97M-V functional and the def2-TZVPD basis)
F -1.4291 0.9914 -0.5183
O 0.6732 -1.6964 -0.1378
O -1.1729 -0.7637 1.0142
N 1.2785 0.8074 0.0919
C -0.2388 -1.0406 0.1421
C -1.5076 -0.3582 -0.3503
H 1.1253 1.0415 1.1263
H 1.4467 1.6300 -0.3348
H -2.2998 -0.8307 -0.8371
H 2.1246 0.2194 -0.1962
```

Computed properties:
2S+1: 1
Structure (SMILES): O=C1O[C@H]1F.N
Lowest unoccupied orbital energy: 0.89 eV
Electronic energy: -10438.94370 eV
Net charge: 0


No. 3
C18H25N3O6S | the ωB97M-V functional and the def2-TZVPD basis

XYZ file:
```
53
C18H25N3O6S (the ωB97M-V functional and the def2-TZVPD basis)
S -1.2098 0.2018 -2.1025
O -3.9423 -1.0158 0.1716
O 4.0460 -2.7196 0.1580
O 1.5118 -3.2930 0.1642
O 4.3914 2.2363 -0.1591
O -2.1168 -1.0193 1.5079
O 2.3133 3.0535 -0.0262
N -1.8043 2.2352 -0.5086
N 0.3084 1.3537 -0.2635
N -3.2685 0.8976 1.1148
C -4.0794 1.6398 0.1751
C 2.6261 0.6933 -0.1045
C -3.8030 -2.4144 -0.0775
C -1.7452 2.7822 0.8338
C -3.0192 -0.4330 0.9540
C 3.5737 -0.3398 0.0023
C -3.1750 2.1527 -0.9732
C 0.1492 -3.6615 0.1869
C 3.0594 2.0855 -0.0977
C 0.8801 -0.9777 -0.0924
C -3.4957 -2.6598 -1.5466
C 4.8646 3.5727 -0.1457
C -2.2901 1.7148 1.8075
C 5.4270 -2.4608 0.1846
C -0.9032 1.2803 -0.8878
C 1.2638 0.3587 -0.1862
C 3.1966 -1.6602 0.0557
C 1.8129 -1.9873 0.0346
H 0.1404 -4.7382 0.3478
H -4.3152 -2.3062 -2.1667
H -4.5363 2.4723 0.7176
H -0.7332 3.0728 1.1092
H -3.3527 -3.7230 -1.7171
H -0.1716 -1.2033 -0.0840
H -2.7573 2.1874 2.6779
H 5.7086 -1.8628 1.0580
H -2.3714 3.6775 0.8447
H -3.4979 3.1437 -1.3053
H -2.5946 -2.1252 -1.8375
H -3.0058 -2.8072 0.5616
H 5.9466 3.5117 -0.2301
H 5.9068 -3.4362 0.2466
H 4.6114 -0.0571 0.0526
H -4.8658 0.9960 -0.2120
H 4.5799 4.0689 0.7849
H -4.7548 -2.8753 0.2048
H -1.4926 1.0502 2.1466
H 4.4454 4.1338 -0.9837
H -0.3381 -3.4302 -0.7651
H 5.7590 -1.9502 -0.7255
H 0.7036 2.2816 -0.0848
H -3.2003 1.4649 -1.8199
H -0.3858 -3.1618 0.9997
```

Computed properties:
2S+1: 1
Structure (SMILES): CCOC(=O)N1CCN(C(=S)Nc2cc(OC)c(OC)cc2C(=O)OC)CC1
Lowest unoccupied orbital energy: 0.62 eV
Electronic energy: -46662.71234 eV
Net charge: 0


No. 4
C2H6N2O3 | the ωB97M-V functional and the def2-TZVPD basis

XYZ file:
```
13
C2H6N2O3 (the ωB97M-V functional and the def2-TZVPD basis)
O 2.0222 -1.1796 0.6332
O -1.6836 -0.0828 -1.1774
O -0.9586 3.1596 1.3232
N -0.2179 -0.9833 0.4566
N 1.2474 -0.4604 -1.3759
C -1.4326 -0.6929 -0.1414
C 1.1020 -0.7233 -0.0458
H -2.3260 -1.0842 0.3767
H -0.5364 2.4923 1.9039
H 2.2325 -0.2851 -1.5201
H 0.6479 0.2236 -1.8174
H -0.1562 -1.5679 1.2944
H -0.1250 3.6477 1.0881
```

Computed properties:
2S+1: 1
Structure (SMILES): NC(=O)NC=O.O
Lowest unoccupied orbital energy: 0.42 eV
Electronic energy: -11294.48247 eV
Net charge: 0


No. 5
C40H40CsN11S2Sb2Se4 | the ωB97M-V functional and the def2-TZVPD basis

XYZ file:
```
100
C40H40CsN11S2Sb2Se4 (the ωB97M-V functional and the def2-TZVPD basis)
Cs 0.3418 -0.6149 0.2592
Sb -0.0419 -3.8969 -2.0484
Sb -2.7797 2.1760 -0.5240
Se 0.3876 -4.0105 0.4032
Se 1.5890 -5.4107 -3.1478
Se 0.5145 -1.5927 -2.9113
Se -2.3830 -4.4114 -2.6034
S -1.5392 2.2386 1.3574
S -2.8376 -1.3855 0.0537
N -1.2868 -2.2064 2.9118
N 3.1996 -1.1196 2.3963
N 3.8859 -3.9659 -1.2253
N -3.3242 -3.9610 0.7058
N 1.0085 0.1982 3.5117
N -3.1069 -4.9134 1.6624
N 1.8792 1.8849 -0.8456
N -2.2575 -2.9738 2.2500
N 4.3135 -1.8855 2.1460
N 3.5308 -1.9516 -0.0549
N 2.5819 1.0207 -1.6102
C 3.8687 1.3649 -1.7512
C -2.0725 1.4851 -2.3615
C -2.4468 -4.2902 2.5813
C -0.7537 1.9936 -4.2968
C 3.3172 -2.7663 -1.0512
C 5.2072 -3.5703 0.7135
C 6.2402 -3.9552 1.5688
C -5.2344 1.5958 1.0573
C -1.1415 2.3014 -3.0003
C -2.9231 6.5623 -0.5311
C 5.5708 -5.5830 -0.5878
C -2.5849 0.3512 -2.9859
C -1.2904 0.8864 -4.9383
C 4.3369 -2.4043 0.9663
C -4.7504 1.4943 -0.2425
C -4.0026 4.5378 -2.0905
C -7.3422 0.6973 0.3329
C -6.8583 0.6013 -0.9639
C -4.2722 5.8642 -2.3948
C 2.1732 0.8287 3.3121
C -3.7310 6.8783 -1.6133
C 1.2766 2.9141 4.0870
C 4.8265 0.4817 -2.4764
C 6.9360 -5.1263 1.3511
C -1.8869 -4.8951 3.8115
C 4.8837 -4.3820 -0.3746
C 6.5857 -5.9450 0.2683
C -6.5325 1.1978 1.3427
C 2.7426 2.8300 -0.5135
C 2.2873 3.9869 0.3170
C 4.0223 2.5529 -1.0612
C 3.3475 0.0550 2.8274
C 0.0811 2.2674 4.3178
C -2.6546 5.2318 -0.2244
C -2.1825 0.0543 -4.2804
C 0.0064 0.9135 4.0075
C -2.7809 -2.7732 1.0020
C 2.3384 2.1807 3.5864
C -3.1958 4.2148 -1.0014
C -5.5611 1.0025 -1.2587
H -0.7882 2.7918 4.6895
H -0.9560 0.6289 -5.9351
H 7.7342 -5.4198 2.0209
H 2.2380 4.9069 -0.2714
H -0.8033 -4.9869 3.7180
H 6.4612 -3.3197 2.4166
H -0.9225 0.3749 4.1677
H 5.2313 -0.2735 -1.8001
H -0.7182 3.1626 -2.4973
H 3.3994 -4.5905 -1.9059
H 4.3305 -0.0461 -3.2921
H 3.2980 2.6454 3.3955
H -8.3487 0.3682 0.5605
H -3.4628 -4.2375 -0.2761
H -6.9042 1.2613 2.3581
H -2.5230 -0.8637 -4.7393
H -2.3159 -5.8873 3.9344
H 5.6511 1.0645 -2.8869
H -3.9374 7.9147 -1.8522
H 7.1142 -6.8762 0.1021
H -2.0976 -4.2775 4.6842
H 5.2835 -6.2091 -1.4231
H -2.4966 7.3524 0.0756
H 2.9671 4.1669 1.1527
H -4.8999 6.1078 -3.2434
H -4.5842 1.9497 1.8500
H 1.2932 3.7779 0.7136
H -1.3831 -1.2391 2.6052
H -5.1940 0.9099 -2.2725
H -0.3987 -2.5394 2.5217
H 2.1202 0.1850 -1.9828
H -7.4815 0.1929 -1.7495
H 4.3289 0.5332 2.8855
H 1.3831 3.9742 4.2839
H -3.2328 -0.3437 -2.4680
H -0.0147 2.6100 -4.7945
H -2.0242 4.9687 0.6187
H 4.9293 3.1266 -0.9564
H 2.6198 -2.4703 -1.8342
H -4.4209 3.7520 -2.7111
```

Computed properties:
2S+1: 1
Lowest unoccupied orbital energy: 3.18 eV
Electronic energy: -355203.42870 eV
Net charge: -2


No. 6
C4H10N2O3 | the ωB97M-V functional and the def2-TZVPD basis

XYZ file:
```
19
C4H10N2O3 (the ωB97M-V functional and the def2-TZVPD basis)
O 1.1237 -1.4033 -1.2911
O 2.2621 -0.3473 0.3581
O 0.1401 0.0640 1.9803
N -1.4272 -1.2310 0.9124
N -0.6088 0.7192 -0.0995
C 0.1852 1.9341 0.0095
C -1.0184 0.3298 -1.3784
C 1.4094 -1.2856 -0.0758
C -0.4754 -0.2136 0.9399
H -0.0123 -0.5054 -1.6919
H -1.9947 -0.1502 -1.3769
H -1.0109 1.1573 -2.0778
H -0.2989 2.7231 -0.5630
H 1.1959 1.7688 -0.3722
H 1.9968 -0.0918 1.2681
H -1.3686 -1.8257 1.7235
H -1.5804 -1.7319 0.0516
H 0.2624 2.2058 1.0578
H 1.2202 -2.1162 0.6253
```

Computed properties:
2S+1: 1
Lowest unoccupied orbital energy: 0.57 eV
Electronic energy: -13431.89651 eV
Net charge: 0